(1)
166
Properties=species:S:1:pos:R:3 method="wB97M-V/def2-TZVPD" e_above_lowest_kj_mol=0.0 homo_ha=-0.31153 total_energy_ev=-81259.2733 smiles=COC[C@H](C)N.COC[C@H](C)N.COCCNCCOC.COCCNCCOC.COCCNCCOC.COCCNCCOC.COCCNCCOC.CC(C)O spin_multiplicity=1 molar_mass_g_mol=904.3
C -1.19278 6.11917 3.10123
O -2.32588 5.43514 2.61104
C -2.09075 4.04455 2.49656
C -3.35540 3.27701 2.75703
C -3.88132 3.54759 4.15610
N -3.06006 1.85591 2.63181
H -0.27446 5.67925 2.69818
H -1.17083 6.06420 4.19706
H -1.21583 7.16922 2.81898
H -1.59804 3.81797 1.54395
H -1.39138 3.74816 3.29445
H -4.14956 3.59394 2.06364
H -3.06983 3.53779 4.88483
H -4.48629 2.67702 4.43587
H -4.54091 4.40702 4.19937
H -2.82804 1.57792 1.68809
H -3.76863 1.22637 2.97720
C 0.21708 7.51094 -0.02591
O 1.09119 6.44642 0.15545
C 1.56641 5.92622 -1.07391
C 0.60785 4.87826 -1.62537
C 0.52799 3.69547 -0.68071
N 1.06826 4.36501 -2.94613
H -0.30297 7.78700 0.89265
H -0.58203 7.44417 -0.77472
H 0.75995 8.44280 -0.27038
H 1.72223 6.75873 -1.77211
H 2.54066 5.46430 -0.89515
H -0.38094 5.32024 -1.76412
H -0.03577 2.88143 -1.14397
H 0.10295 4.00070 0.27201
H 1.50310 3.23248 -0.48768
H 1.07127 5.13797 -3.59937
H 1.98448 3.97198 -2.76521
C 0.01749 -7.35218 6.02715
O -0.29486 -6.25562 5.21150
C -0.28534 -5.04741 5.93370
C -0.32177 -3.90599 4.96404
N -0.07223 -2.62040 5.64171
C -0.02755 -1.53800 4.66377
C 0.02881 -0.20924 5.35215
O -1.10250 -0.09570 6.20127
C -1.41229 1.26181 6.46358
H -0.18905 -8.27935 5.49395
H -0.60359 -7.36164 6.93418
H 1.07374 -7.35222 6.32187
H 0.55448 -4.95381 6.63280
H -1.17926 -5.02458 6.58539
H -1.25616 -3.84442 4.38994
H 0.47498 -4.05463 4.22750
H -0.93075 -2.41842 6.15216
H -0.92363 -1.51436 4.01610
H 0.78584 -1.69375 3.95091
H 0.07298 0.59696 4.60860
H 0.93169 -0.14123 5.97606
H -2.09974 1.29797 7.30370
H -1.85769 1.67516 5.55131
H -0.51008 1.83883 6.69555
C 4.83616 -0.64694 -0.45837
O 5.83000 0.13129 0.17403
C 5.75975 0.05276 1.57680
C 6.41062 -1.20582 2.14774
N 7.82592 -1.26109 1.80190
C 8.75256 -1.21901 2.91948
C 8.55484 -2.40059 3.84447
O 9.59351 -2.52874 4.81079
C 10.79361 -3.04991 4.28773
H 4.90958 -0.53624 -1.53596
H 3.81395 -0.37345 -0.16449
H 4.98431 -1.69046 -0.17236
H 4.71717 0.12733 1.92023
H 6.29020 0.90636 2.00883
H 5.92345 -2.10628 1.75845
H 6.22492 -1.22189 3.22430
H 8.05472 -0.54057 1.13151
H 8.67950 -0.26205 3.46314
H 9.76963 -1.25397 2.52305
H 8.51043 -3.32495 3.25354
H 7.66779 -2.30289 4.46892
H 11.52925 -3.01417 5.08851
H 11.18854 -2.44975 3.46092
H 10.64238 -4.07790 3.93907
C -4.62236 0.10697 -4.47225
O -4.26351 1.36607 -3.96323
C -3.58571 1.31641 -2.71854
C -2.69926 2.55811 -2.72162
N -1.47522 2.39204 -3.53180
C -1.65933 2.67211 -4.95336
C -0.42859 2.26677 -5.72094
O -0.53343 2.83445 -7.01595
C 0.30210 2.21779 -7.94404
H -3.80989 -0.62178 -4.39506
H -4.93973 0.23137 -5.50588
H -5.49192 -0.29812 -3.93051
H -2.96573 0.42866 -2.58901
H -4.30183 1.47996 -1.89938
H -2.38304 2.84899 -1.71719
H -3.31308 3.37616 -3.12676
H -0.84403 3.08275 -3.13741
H -1.80314 3.75387 -5.11053
H -2.55433 2.18030 -5.31926
H -0.36791 1.17406 -5.79890
H 0.45775 2.63839 -5.19265
H 1.35848 2.18587 -7.64315
H 0.25571 2.72986 -8.90506
H -0.00797 1.17793 -8.13883
C -11.24712 -0.84321 2.70147
O -10.41063 -0.46304 1.64660
C -10.11439 0.91370 1.65857
C -9.15293 1.24542 0.55123
N -7.90265 0.45655 0.67406
C -7.60293 -0.28270 -0.54283
C -6.40913 -1.17367 -0.33359
O -6.28934 -2.15678 -1.34166
C -5.05587 -2.82347 -1.25891
H -11.15333 -1.92021 2.84334
H -12.30526 -0.59958 2.56247
H -10.90870 -0.38093 3.64095
H -9.66196 1.21151 2.61523
H -11.02602 1.50621 1.49703
H -8.90680 2.30955 0.63576
H -9.59930 1.13798 -0.44114
H -8.06913 -0.19043 1.43727
H -7.37737 0.44019 -1.32745
H -8.43883 -0.93142 -0.84728
H -6.42160 -1.71335 0.62661
H -5.49883 -0.55008 -0.33087
H -4.89023 -3.27314 -0.27331
H -4.22682 -2.12185 -1.44799
H -5.03848 -3.56248 -2.05594
C 2.19583 -2.45118 -2.11617
O 3.52338 -2.90712 -2.04061
C 4.19872 -2.91205 -3.29277
C 3.84759 -4.19042 -4.08621
N 4.42423 -4.30887 -5.39833
C 4.49136 -3.12522 -6.22923
C 5.18232 -3.44540 -7.52566
O 6.50624 -3.86419 -7.20731
C 7.33407 -3.92521 -8.35079
H 1.76336 -2.75078 -1.16157
H 1.54755 -2.86218 -2.89767
H 2.18440 -1.35734 -2.22085
H 5.27567 -2.90818 -3.13520
H 3.79417 -2.07494 -3.87270
H 2.74991 -4.23667 -4.11584
H 4.11091 -5.04718 -3.46277
H 5.32536 -4.76406 -5.35269
H 5.00598 -2.27085 -5.76476
H 3.46734 -2.78820 -6.43370
H 5.23376 -2.55793 -8.16533
H 4.68417 -4.28048 -8.03167
H 6.93811 -4.60956 -9.10748
H 8.28790 -4.31238 -7.99415
H 7.49088 -2.92876 -8.77534
C 0.90788 -0.53266 1.01589
C -0.57683 -0.65473 0.72427
C -0.84046 -0.72923 -0.75505
O -0.98451 -1.90928 1.33706
H 1.48057 -1.35809 0.60138
H 1.07524 -0.40994 2.08478
H 1.28239 0.38288 0.54169
H -1.10957 0.14644 1.24175
H -0.52183 0.18710 -1.26555
H -1.88093 -0.95398 -1.00550
H -0.26730 -1.49443 -1.28453
H -1.94226 -1.92995 1.24244



(2)
16
Properties=species:S:1:pos:R:3 method="wB97M-V/def2-TZVPD" e_above_lowest_kj_mol=0.0 s2=12.025 homo_ha="-0.60232 / -0.60234" total_charge=+2 total_energy_ev=-33472.5664 spin_multiplicity=7 molar_mass_g_mol=262.6
O 0.26501 -0.12691 0.31888
C -0.07208 1.01172 -0.16064
Dy 1.22541 3.43114 -0.60838
O -1.30221 1.05331 -0.58918
C -2.19665 -0.02018 -0.52499
C -3.45732 0.22555 -0.20349
H -4.16515 -0.60113 -0.17868
H -1.77789 -1.00147 -0.73464
H -3.81440 1.23631 -0.00620
H 1.74985 -0.96757 -1.04242
C 1.63141 -0.33197 0.94284
H 2.02617 0.65022 1.22798
H 1.42961 -0.98129 1.80018
C 2.44107 -1.00797 -0.12490
H 3.41055 -0.51383 -0.27306
H 2.60664 -2.05595 0.15670



(3)
105
Properties=species:S:1:pos:R:3 method="wB97M-V/def2-TZVPD" s2=0.777 homo_ha="-0.11505 / -0.11520" total_charge=-1 total_energy_ev=-82723.6334 spin_multiplicity=2 molar_mass_g_mol=737.9
V -0.51925 0.16311 0.16136
C 2.94889 -1.42116 -5.01411
C 2.58703 -2.48345 -3.96652
C 1.36887 -2.13369 -3.17171
C 0.09750 -2.53909 -3.37525
C -0.41026 -3.45287 -4.44666
C -0.91194 -2.69706 -5.68322
C -0.71798 -1.92357 -2.35684
C -2.05002 -2.14017 -2.26781
C -2.82867 -1.72270 -1.18629
C -4.17593 -1.98268 -0.88054
C -5.14440 -2.70314 -1.77123
C -5.34588 -4.17760 -1.40154
C -4.40357 -1.46500 0.40146
C -3.16954 -0.94843 0.81338
C -2.96209 1.41938 1.55172
C -1.82597 2.22492 2.04386
N -0.64515 1.96958 1.47637
C 0.26349 2.75982 2.12997
C 1.61978 2.71525 1.82614
C 2.19439 1.89321 0.91164
N 1.56678 0.90275 0.12478
C 2.57388 0.40448 -0.65131
C 2.47737 -0.57402 -1.62319
C 1.34273 -1.22589 -2.03961
N 0.07983 -1.09897 -1.52471
C 3.83642 1.05339 -0.37039
C 3.59701 1.96161 0.60193
C 4.57113 2.92424 1.20631
C 4.51757 4.30525 0.54211
C 5.14263 0.74257 -1.03317
C 5.82878 -0.49794 -0.44841
C -0.38681 3.54256 3.10987
C -1.72897 3.18011 3.06744
C -2.86478 3.69674 3.89732
C -3.67812 4.78201 3.18257
C 0.27236 4.52300 4.03390
C 0.84913 3.85977 5.29091
N -2.23009 -1.09793 -0.12845
C -5.69071 -1.44836 1.17394
C -5.78994 -2.53818 2.24778
H 3.83053 -1.71367 -5.59015
H 3.15399 -0.46213 -4.53459
H 2.12053 -1.26963 -5.70868
H 3.43851 -2.62611 -3.29506
H 2.42824 -3.44328 -4.46533
H -1.21788 -4.07044 -4.04965
H 0.38622 -4.14037 -4.73987
H -1.69745 -1.99055 -5.40785
H -1.31204 -3.38421 -6.43278
H -0.10166 -2.12678 -6.14196
H -2.51503 -2.73781 -3.04266
H -4.79139 -2.64000 -2.80377
H -6.11149 -2.19012 -1.75087
H -4.38722 -4.70138 -1.39996
H -6.01477 -4.68058 -2.10540
H -5.77278 -4.27038 -0.40284
H -3.90368 1.70531 2.02166
H 2.27586 3.39946 2.35365
H 3.39003 -0.81885 -2.14713
H 5.58074 2.51755 1.11437
H 4.38028 3.02624 2.27705
H 4.79686 4.23385 -0.51106
H 5.19735 5.00750 1.03127
H 3.50690 4.71334 0.58876
H 5.80923 1.60257 -0.93459
H 4.99026 0.60011 -2.10667
H 5.99496 -0.37024 0.62358
H 6.79399 -0.68397 -0.92703
H 5.20334 -1.38287 -0.58092
H -2.47858 4.09274 4.84055
H -3.52501 2.86612 4.16452
H -3.02923 5.60694 2.88017
H -4.47047 5.18232 3.82176
H -4.13674 4.38107 2.27567
H -0.45335 5.28634 4.32995
H 1.07141 5.05177 3.50510
H 0.05369 3.38768 5.87228
H 1.36073 4.58453 5.93171
H 1.55970 3.07738 5.01568
H -6.52581 -1.55640 0.47446
H -5.81627 -0.47056 1.64794
H -5.74262 -3.53088 1.79694
H -6.72783 -2.46136 2.80623
H -4.95916 -2.45405 2.95022
C -1.18273 -1.71473 3.85052
C -2.50481 -1.22774 4.16233
C -3.19553 -0.44614 3.31652
C -2.66260 -0.11514 1.95205
N -1.20434 -0.37252 1.87837
C -0.59634 -1.20468 2.73189
C -3.02470 1.68141 0.05171
C -4.09269 2.34751 -0.52458
C -4.07564 2.67789 -1.88057
C -2.98315 2.32720 -2.65612
C -1.91339 1.63475 -2.08456
C -1.92302 1.31854 -0.73492
H -0.63307 -2.35885 4.51895
H -2.94095 -1.47302 5.12597
H -4.17226 -0.05217 3.58066
H 0.44039 -1.43145 2.49865
H -4.94844 2.61705 0.08834
H -4.91276 3.20704 -2.32052
H -2.96192 2.57391 -3.71233
H -1.07964 1.33110 -2.70809